This record from the OMol25 dataset describes a molecular structure, C4H7N3O in a non-equilibrium geometry. The level of theory is ωB97M-V/def2-TZVPD.

Structure (ORCA input):
```
! wB97M-V def2-TZVPD RIJCOSX def2/J DEFGRID3
* xyz 0 1
C -0.030 -1.226 -0.228
C -0.665 -0.127 -0.749
C -0.094 1.091 -0.293
C 0.905 0.596 0.451
H -1.148 -2.678 0.224
H -1.266 -2.590 -1.418
H -1.669 -0.329 -1.275
H 0.515 2.851 -0.436
H -0.906 2.701 -1.042
H 0.983 0.966 2.553
H 1.590 -1.531 1.000
N -0.375 -2.682 -0.534
N -0.490 2.418 -0.261
N 1.016 -0.824 0.440
O 1.634 1.365 1.570
*
```

Kohn-Sham gap (hartree): 0.299
Energy relative to the best compared isomer or geometry (same formula, charge and spin) (kcal per mole): 119.0
E_HOMO (eV): -7.7
Strongest force on any atom (eV/A): 6.37